[1]
Formula: C7H15Cl2P
Source: the Open Molecules 2025 dataset
Level of theory: ωB97M-V/def2-TZVPD

Each line ends with the natural charge from an NBO analysis.
Geometry (Å):
C 0.796 1.719 0.349  -0.60
C 1.258 -0.514 1.514  -0.63
C 2.074 -0.002 -0.822  -0.60
C -0.220 -2.324 -0.902  -0.35
C -2.712 1.247 -0.091  -0.69
C -0.338 -0.266 -0.448  -0.41
C 0.942 0.192 0.148  -0.15
P -1.806 -0.240 0.704  0.57
Cl -1.098 -3.175 0.419  -0.04
Cl -4.445 0.875 -0.306  -0.05
H 0.159 2.133 -0.454  0.20
H 0.432 1.995 1.263  0.21
H 1.778 2.143 0.377  0.21
H 1.958 -1.409 1.373  0.22
H 0.332 -0.728 2.027  0.23
H 1.744 0.192 2.279  0.22
H 1.742 0.232 -1.757  0.21
H 2.911 0.486 -0.275  0.22
H 2.313 -1.120 -0.970  0.19
H 0.799 -2.171 -0.686  0.20
H -0.542 -2.404 -1.900  0.21
H -2.281 1.633 -1.026  0.21
H -2.654 2.246 0.610  0.23
H -0.626 0.348 -1.358  0.21
H -2.517 -1.089 -0.069  -0.03

Atoms 1-3, force components in eV/Å:
C 0.4 -0.9 -2.1
C 1.5 0.7 0.3
C 1.5 -3.0 2.9

Its frontier orbital gap is 9.6 eV. As for the charge: 0. As for the HOMO energy: -8.883 eV. The value obtained for the LUMO energy is 0.71 eV. As for the energy relative to the best compared isomer or geometry (same formula, charge and spin): 13.94 kJ/mol.

***

[2]
Formula: C20H52ClN4O11V
Source: the Open Molecules 2025 dataset
Level of theory: ωB97M-V/def2-TZVPD

Each line ends with the Löwdin charge.
Geometry (Å):
O -0.036 -1.011 -0.955  -0.21
V 1.143 0.018 -1.017  1.04
Cl -0.351 2.066 -3.708  0.69
O -0.935 1.193 -4.672  -0.30
O -0.107 1.263 -2.490  -0.43
O 0.925 2.576 -4.142  -0.33
O -1.213 3.146 -3.352  -0.29
C 1.812 -3.700 -0.907  -0.06
O 2.231 -2.431 -0.441  -0.26
C 2.777 -2.511 0.864  -0.19
C 2.961 -1.092 1.344  -0.17
N 1.749 -0.282 1.101  -0.10
C 1.938 1.065 1.694  -0.15
C 0.654 1.839 1.486  -0.14
O -0.018 1.405 0.293  -0.28
C -1.297 2.004 0.142  -0.04
H 1.303 -3.586 -1.860  0.09
H 1.128 -4.169 -0.193  0.10
H 2.677 -4.359 -1.039  0.10
H 3.680 -3.125 0.836  0.14
H 2.025 -2.991 1.504  0.12
H 3.887 -0.639 0.982  0.12
H 3.119 -1.158 2.430  0.13
H 1.069 -0.735 1.744  0.09
H 2.788 1.532 1.204  0.10
H 2.217 0.986 2.748  0.14
H 0.889 2.904 1.459  0.12
H -0.068 1.635 2.282  0.12
H -1.171 3.069 -0.090  0.11
H -1.889 1.931 1.056  0.10
H -1.830 1.593 -0.709  0.09
C 1.055 -1.419 -3.791  -0.04
O 1.894 -0.921 -2.749  -0.30
C 3.113 -0.361 -3.230  -0.16
C 3.942 0.151 -2.084  -0.16
N 3.150 1.077 -1.229  -0.07
C 3.159 2.424 -1.884  -0.15
C 2.239 3.461 -1.300  -0.20
O 2.741 3.810 -0.018  -0.20
C 2.183 4.989 0.519  -0.10
H 0.056 -1.645 -3.431  0.10
H 1.503 -2.309 -4.239  0.11
H 0.949 -0.694 -4.603  0.10
H 2.900 0.420 -3.968  0.13
H 3.683 -1.125 -3.768  0.15
H 4.940 0.473 -2.395  0.14
H 4.236 -0.686 -1.438  0.12
H 3.711 1.259 -0.401  0.11
H 2.924 2.321 -2.944  0.10
H 4.160 2.869 -1.891  0.14
H 1.197 3.139 -1.180  0.11
H 2.220 4.287 -2.020  0.15
H 1.090 5.075 0.452  0.09
H 2.661 5.878 0.104  0.10
H 2.349 4.969 1.600  0.09
C -1.767 -2.011 2.073  -0.04
C -1.264 -1.122 3.192  -0.40
C -2.017 -1.409 4.488  -0.22
O -1.877 -0.289 5.335  -0.18
C -1.946 -0.627 6.702  -0.11
N 0.184 -1.387 3.356  0.05
H -1.261 -1.811 1.130  0.06
H -2.834 -1.834 1.950  0.07
H -1.658 -3.072 2.310  0.09
H -1.411 -0.050 3.041  0.13
H -1.587 -2.326 4.922  0.13
H -3.081 -1.639 4.352  0.14
H -2.891 -1.082 7.010  0.09
H -1.786 0.303 7.246  0.09
H -1.149 -1.309 7.027  0.09
H 0.271 -2.336 3.720  0.09
H 0.512 -0.858 4.169  0.10
C -3.866 -0.970 -3.590  -0.06
C -3.358 -1.177 -2.174  -0.43
C -4.227 -0.372 -1.221  -0.22
O -3.735 -0.454 0.097  -0.22
C -4.490 0.306 1.008  -0.11
N -3.385 -2.614 -1.805  0.05
H -4.807 -1.490 -3.781  0.08
H -3.135 -1.329 -4.317  0.08
H -3.989 0.083 -3.848  0.08
H -2.309 -0.880 -2.160  0.11
H -5.257 -0.756 -1.246  0.14
H -4.252 0.664 -1.595  0.13
H -5.512 -0.074 1.097  0.10
H -4.530 1.354 0.683  0.09
H -3.991 0.295 1.976  0.08
H -3.414 -2.620 -0.787  0.05
H -4.295 -2.984 -2.074  0.07

Atoms 1-3, force components in eV/Å:
O 1.0 0.6 -0.1
V -3.9 -0.2 0.6
Cl 0.3 0.6 -0.5

Its frontier orbital gap (alpha / beta) is 7.9 / 8.6 eV. As for the charge: +1. As for the HOMO energy (alpha / beta): -11.229 / -11.229 eV. The value obtained for the LUMO energy (alpha / beta) is -3.29 / -2.67 eV. As for the expectation value of S²: 0.780. Its spin multiplicity is 2.

***

[3]
Formula: C8H17CeO3P2
Source: the Open Molecules 2025 dataset
Level of theory: ωB97M-V/def2-TZVPD

Each line ends with the Löwdin charge.
Geometry (Å):
C -1.069 -0.259 -3.061  -0.22
C -1.683 0.975 -3.446  -0.18
C -0.721 2.026 -3.274  -0.17
C 0.548 1.423 -2.986  -0.20
C 0.339 0.029 -2.774  -0.22
Ce -0.681 -1.043 0.811  1.09
P -1.025 -3.487 -0.858  0.69
H -1.538 -1.227 -2.989  0.02
H -2.721 1.105 -3.740  0.07
H -0.910 3.070 -3.382  0.06
H 1.077 -0.709 -2.474  0.04
H 1.487 1.951 -2.869  0.07
H 0.056 -3.886 -1.718  -0.08
H -2.073 -3.786 -1.790  -0.09
H -1.119 -4.696 -0.084  -0.10
C 0.065 2.092 0.612  -0.10
O -1.098 1.324 1.041  -0.82
P -2.089 1.720 2.346  0.81
O -1.009 2.001 3.513  -0.56
C 0.080 1.116 3.886  -0.14
O 1.131 -1.473 1.612  -0.56
C 2.452 -1.874 1.958  -0.14
H -0.171 2.520 -0.362  0.09
H 0.918 1.409 0.526  0.08
H 0.267 2.875 1.349  0.09
H 0.937 1.241 3.202  0.08
H 0.364 1.429 4.897  0.09
H -0.243 0.060 3.902  0.06
H 2.714 -1.510 2.962  0.08
H 2.537 -2.967 1.939  0.08
H 3.178 -1.450 1.252  0.09

Atoms 1-3, force components in eV/Å:
C 1.0 1.4 0.4
C 0.8 0.0 1.2
C 0.5 -2.2 -0.5

Its frontier orbital gap (alpha / beta) is 4.9 / 5.0 eV. As for the charge: 0. As for the HOMO energy (alpha / beta): -6.078 / -6.146 eV. The value obtained for the LUMO energy (alpha / beta) is -1.16 / -1.15 eV. As for the expectation value of S²: 0.757. As for the energy relative to the best compared isomer or geometry (same formula, charge and spin): 64.39 kJ/mol. Its spin multiplicity is 2.

***

[4]
Formula: C20H18N6O3S
Source: the Open Molecules 2025 dataset
Level of theory: ωB97M-V/def2-TZVPD

Each line ends with the natural charge from an NBO analysis.
Geometry (Å):
C 1.720 2.856 -0.541  -0.68
C 0.571 1.923 -0.647  0.22
C -0.536 1.742 0.128  -0.01
N -1.006 2.216 1.354  -0.60
C -0.385 2.921 2.321  0.67
O 0.710 3.432 2.221  -0.62
C -1.198 3.014 3.611  -0.61
S -0.116 2.622 5.038  0.34
C 0.660 1.220 4.403  0.28
N 1.795 0.710 4.775  -0.29
N 2.018 -0.347 3.983  -0.26
C 1.016 -0.451 3.166  0.43
C 0.835 -1.422 2.112  -0.08
C 1.914 -2.202 1.693  -0.22
C 1.701 -3.103 0.664  0.03
N 0.534 -3.266 0.061  -0.42
C -0.489 -2.537 0.473  0.04
C -0.400 -1.601 1.491  -0.23
O 0.092 0.524 3.393  -0.43
C -1.372 0.734 -0.498  0.60
O -2.434 0.287 -0.089  -0.67
N -0.700 0.368 -1.644  -0.28
C -0.927 -0.822 -2.357  0.20
C -2.230 -1.156 -2.707  -0.23
C -2.473 -2.343 -3.372  -0.20
C -1.427 -3.189 -3.701  -0.22
C -0.131 -2.854 -3.348  -0.18
C 0.125 -1.676 -2.672  -0.26
N 0.519 1.035 -1.700  -0.21
C 1.070 1.351 -2.997  -0.42
H 1.673 3.608 -1.329  0.22
H 2.659 2.313 -0.642  0.23
H 1.697 3.354 0.423  0.29
H -1.910 1.791 1.548  0.43
H -2.062 2.351 3.622  0.23
H -1.513 4.043 3.783  0.26
H 2.874 -2.086 2.167  0.24
H 2.504 -3.728 0.298  0.19
H -1.426 -2.703 -0.041  0.21
H -1.266 -1.034 1.790  0.24
H -3.038 -0.496 -2.435  0.24
H -3.486 -2.606 -3.636  0.22
H -1.622 -4.114 -4.222  0.22
H 0.686 -3.518 -3.584  0.22
H 1.131 -1.433 -2.362  0.23
H 2.154 1.417 -2.919  0.22
H 0.813 0.557 -3.695  0.23
H 0.679 2.299 -3.382  0.19

Atoms 1-3, force components in eV/Å:
C 0.1 0.1 0.0
C -0.3 -0.2 0.4
C 0.3 0.0 -0.3

Its frontier orbital gap is 8.3 eV. As for the charge: 0. As for the HOMO energy: -8.230 eV. The value obtained for the LUMO energy is 0.08 eV. As for the SMILES: Cc1c(NC(=O)CSc2nnc(-c3ccncc3)o2)c(=O)n(-c2ccccc2)n1C. As for the energy relative to the best compared isomer or geometry (same formula, charge and spin): 227.65 kJ/mol.

***

[5]
Formula: C8H30N6O7
Source: the Open Molecules 2025 dataset
Level of theory: ωB97M-V/def2-TZVPD

Each line ends with the natural charge from an NBO analysis.
Geometry (Å):
N -0.353 2.456 1.972  -0.87
C -0.997 2.959 0.925  0.76
N -0.827 2.234 -0.177  -0.89
O -1.765 4.109 0.944  -0.72
H -0.587 2.925 2.837  0.41
H 0.284 1.647 1.817  0.41
H -1.520 2.486 -0.943  0.43
H -0.297 1.318 -0.297  0.42
N 1.425 0.143 1.309  -0.87
C 1.358 0.278 0.012  0.74
N 0.274 -0.237 -0.491  -0.87
O 2.276 0.992 -0.656  -0.72
H 2.293 0.516 1.699  0.42
H 0.803 -0.496 1.776  0.41
H 0.210 -0.242 -1.494  0.45
H -0.408 -0.730 0.097  0.42
N -1.589 -1.702 1.335  -0.87
C -0.574 -2.389 1.749  0.75
N 0.129 -1.820 2.667  -0.86
O -0.232 -3.612 1.263  -0.73
H -2.109 -2.115 0.544  0.45
H -2.023 -0.771 1.725  0.41
H 0.752 -2.488 3.045  0.41
H -0.335 -1.241 3.379  0.43
C 1.539 -1.760 -3.347  -0.63
C 1.166 -0.340 -3.779  -0.08
O -0.118 -0.003 -3.281  -0.74
H 1.503 -1.965 -2.218  0.22
H 2.555 -1.967 -3.696  0.22
H 0.847 -2.418 -3.824  0.19
H 1.161 -0.300 -4.827  0.17
H 1.901 0.299 -3.371  0.21
H -0.751 -0.469 -3.853  0.48
C 0.080 0.705 5.115  -0.26
O -0.961 0.005 4.479  -0.74
H 0.923 0.928 4.393  0.17
H 0.425 0.142 5.948  0.19
H -0.381 1.591 5.578  0.19
H -1.527 0.632 4.035  0.48
C 1.318 3.223 -2.478  -0.26
O 0.624 3.968 -1.445  -0.75
H 2.375 3.120 -2.150  0.18
H 1.457 3.875 -3.292  0.16
H 0.722 2.393 -2.774  0.16
H 0.169 3.263 -0.943  0.46
C -1.641 -3.055 -1.797  -0.27
O -2.650 -3.015 -0.803  -0.73
H -0.716 -3.282 -1.243  0.20
H -1.589 -2.084 -2.270  0.17
H -1.820 -3.767 -2.556  0.18
H -2.798 -3.937 -0.642  0.48

Atoms 1-3, force components in eV/Å:
N 0.2 -0.2 1.3
C -4.0 5.6 0.0
N -2.0 -0.8 -3.1

Its frontier orbital gap is 8.7 eV. As for the charge: 0. As for the HOMO energy: -8.752 eV. The value obtained for the LUMO energy is -0.03 eV. As for the SMILES: NC(N)=O.NC(N)=O.NC(N)=O.CCO.CO.CO.CO. As for the energy relative to the best compared isomer or geometry (same formula, charge and spin): 313.29 kJ/mol.